(1)
DFT (ωB97M-V with the def2-TZVPD basis set) results for an isolated molecule of C16H31NO.

```
49
Properties=species:S:1:pos:R:3:forces:R:3:mulliken_charge:R:1
C -0.342 -4.145 -3.142 -1.1 -0.2 -0.5 -1.21
C -1.433 -3.102 -3.372 -0.1 0.9 0.5 -0.73
C -1.839 -2.260 -2.078 0.3 -1.4 -0.7 0.37
C -2.683 -3.086 -1.127 -0.8 -0.9 -0.8 -0.55
C -4.145 -3.194 -1.630 0.7 -0.8 0.5 -1.32
C -0.637 -1.686 -1.372 0.1 1.5 0.4 -0.94
C -1.011 -0.330 -0.624 1.5 -0.4 0.1 -1.14
C 0.080 0.159 0.434 -0.8 0.2 -0.5 1.02
C 0.138 -0.707 1.690 -0.3 -0.7 -0.6 -1.74
C -0.208 1.652 0.773 -0.1 -0.3 -0.9 -1.51
C 0.725 2.397 1.725 -1.2 0.8 -1.1 0.22
C 0.122 3.800 2.087 0.4 -0.9 0.7 -0.56
C 0.942 4.473 3.225 -0.3 0.1 -0.7 -1.19
O 1.954 2.586 1.003 0.3 0.0 0.8 -0.34
C 3.074 2.028 1.652 0.2 0.5 -0.1 -0.10
C 4.313 2.212 0.785 0.4 0.2 -0.5 -0.66
C 4.746 3.616 0.726 0.0 0.3 0.1 0.23
N 5.081 4.717 0.739 -0.1 -0.4 -0.1 -0.45
H 0.574 -3.779 -2.739 0.7 0.4 0.3 0.29
H -0.153 -4.626 -4.097 0.3 -0.1 -0.1 0.41
H -0.739 -4.915 -2.495 0.1 -0.3 0.3 0.31
H -2.289 -3.639 -3.810 0.0 0.3 0.3 0.32
H -1.118 -2.384 -4.150 0.0 -0.2 0.3 0.39
H -2.457 -1.442 -2.397 -0.3 0.6 -0.4 0.40
H -2.263 -4.102 -1.050 0.0 0.2 0.0 0.27
H -2.699 -2.709 -0.107 0.1 0.4 0.1 0.42
H -4.664 -3.842 -0.909 -0.3 0.4 -0.3 0.39
H -4.232 -3.663 -2.625 0.2 0.2 0.4 0.27
H -4.578 -2.202 -1.680 -0.3 0.1 0.1 0.35
H -0.223 -2.423 -0.667 0.1 0.2 -0.3 0.28
H 0.102 -1.421 -2.148 0.1 -0.2 0.5 0.35
H -1.121 0.446 -1.401 0.2 -0.2 0.2 0.41
H -1.989 -0.376 -0.150 -0.1 -0.3 0.3 0.42
H 1.044 0.101 -0.077 0.1 0.1 0.0 0.17
H 0.850 -0.310 2.403 0.2 -0.1 0.2 0.47
H -0.846 -0.748 2.169 0.0 0.1 0.1 0.32
H 0.417 -1.755 1.447 -0.1 0.6 0.2 0.36
H -0.178 2.177 -0.209 -0.2 0.0 0.7 0.41
H -1.221 1.725 1.177 -0.1 0.0 -0.1 0.33
H 0.808 1.806 2.634 0.6 0.0 0.2 0.42
H 0.074 4.378 1.164 0.3 0.2 0.1 0.37
H -0.930 3.670 2.381 0.3 -0.1 0.1 0.35
H 0.987 3.863 4.133 0.0 -0.1 -0.2 0.30
H 1.953 4.641 2.856 0.2 0.0 0.1 0.23
H 0.547 5.448 3.530 -0.1 -0.1 -0.2 0.41
H 2.925 0.971 1.741 -0.1 -0.8 0.4 0.21
H 3.248 2.476 2.647 -0.1 -0.2 -0.3 0.35
H 4.129 1.874 -0.252 0.0 0.0 0.5 0.29
H 5.165 1.633 1.187 -0.5 0.1 -0.1 0.36
```
Positions in Å, forces in eV/Å.

The HOMO energy is -9.9 eV. Its orbital gap is 10.6 eV. The value obtained for the energy relative to the best compared isomer or geometry (same formula, charge and spin) is 0.306 eV. Its multiplicity is 1. The calculation puts the total energy at -20632.068 eV. The SMILES is CCC(CC)CC[C@H](C)C[C@H](CC)OCCC#N. Its strongest force on any atom is 1.79 eV/A.



(2)
DFT (ωB97M-V with the def2-TZVPD basis set) results for a structure of composition C16H31NOP2V.

```
52
Properties=species:S:1:pos:R:3:forces:R:3:mulliken_charge:R:1
P 1.651 2.184 -0.610 0.5 -3.6 0.7 1.45
P 0.891 -1.346 -1.960 0.6 2.0 -0.2 0.64
C 2.528 1.043 -1.846 -0.5 1.7 -0.8 -0.39
C 1.848 -0.013 -2.705 0.5 -1.1 -2.4 -0.10
H 3.518 0.736 -1.487 0.2 -0.3 0.4 0.62
H 2.731 1.864 -2.548 0.4 -0.4 0.3 -0.20
H 1.329 0.453 -3.557 -0.1 0.0 0.3 0.66
H 2.644 -0.600 -3.165 0.0 0.9 0.2 -1.00
C 2.242 -2.381 -1.302 -0.9 -0.9 -1.5 -0.91
H 1.801 -3.374 -1.126 0.5 0.2 0.4 0.49
H 2.612 -1.966 -0.316 0.4 -0.3 0.2 0.27
H 3.075 -2.468 -2.011 -0.1 -0.1 0.5 0.31
C -0.312 -1.980 -3.084 -0.4 -1.2 -1.4 -1.23
H 0.191 -2.494 -3.923 -0.4 0.0 0.0 0.36
H -0.942 -1.177 -3.511 0.4 -0.2 0.4 0.35
H -0.976 -2.709 -2.584 0.3 0.4 -0.1 0.37
C 2.924 2.909 0.412 0.3 1.4 -0.3 -1.47
H 2.428 3.387 1.269 0.3 0.1 -0.3 0.46
H 3.444 3.645 -0.202 0.4 0.3 0.3 0.39
H 3.632 2.160 0.786 -0.4 -0.1 -0.3 0.28
C 0.831 3.316 -1.696 -0.4 1.1 -0.1 -1.32
H 0.278 2.785 -2.487 0.3 0.1 0.4 0.33
H 1.625 3.933 -2.139 -0.4 0.0 -0.1 0.43
H 0.129 3.946 -1.126 0.2 -0.1 -0.3 0.45
V 1.867 -0.225 -0.250 -0.7 0.4 0.9 -0.97
C 3.937 -0.132 -4.791 0.5 -1.2 0.2 -0.06
C 4.681 -0.796 -3.876 -0.2 0.1 -1.5 -0.22
C 6.117 -0.459 -3.641 0.7 0.2 0.2 -1.03
C 6.421 1.062 -3.457 0.1 -0.5 0.0 -0.86
C 5.288 1.902 -2.928 0.0 1.1 -0.3 -0.19
C 4.470 2.615 -3.724 1.0 0.2 0.1 -0.20
C 4.377 2.412 -5.209 0.1 -0.1 -0.6 -0.99
C 4.455 0.930 -5.710 -0.1 0.4 -0.3 -1.06
C 0.535 1.572 0.667 -0.6 0.3 -0.1 -1.41
H 2.904 -0.446 -5.016 0.7 0.1 0.3 0.71
H 4.339 -1.720 -3.391 -0.2 0.7 -0.1 0.33
H 6.724 -0.799 -4.501 -0.2 -0.1 0.3 0.32
H 6.494 -0.994 -2.757 -0.2 0.1 -0.3 0.40
H 7.250 1.145 -2.740 -0.2 0.0 -0.2 0.47
H 6.809 1.468 -4.405 -0.3 0.0 0.3 0.30
H 5.227 2.019 -1.836 0.2 0.1 -0.5 0.51
H 3.936 3.504 -3.356 -0.2 -0.7 0.2 0.59
H 5.181 2.955 -5.740 -0.3 0.0 0.2 0.33
H 3.431 2.843 -5.577 0.3 -0.1 0.2 0.36
H 3.824 0.866 -6.608 0.3 0.1 0.1 0.42
H 5.480 0.703 -6.036 -0.2 0.0 0.2 0.36
H -0.482 1.408 0.300 0.2 -0.1 0.2 0.35
H 0.519 2.401 1.373 0.0 -0.1 0.4 0.61
H 0.956 0.678 1.230 -0.3 0.7 0.0 0.20
O -2.141 -1.575 0.638 -0.2 -0.2 0.0 -0.67
C -0.985 -1.361 0.417 0.9 0.6 0.0 0.60
N 0.131 -1.075 0.089 -2.6 -1.7 3.7 -0.43
```
Positions in Å, forces in eV/Å.

The HOMO energy (spin up / spin down) is -3.9 / -4.2 eV. Its orbital gap (spin up / spin down) is 4.2 / 4.4 eV. The value obtained for the energy relative to the best compared isomer or geometry (same formula, charge and spin) is 0.000 eV. Its multiplicity is 4. As for the expectation value of S²: 3.813. The calculation puts the total energy at -64886.405 eV. Its strongest force on any atom is 4.89 eV/A.



(3)
DFT (ωB97M-V with the def2-TZVPD basis set) results for a structure of composition C16H31NOP2Zr.

```
52
Properties=species:S:1:pos:R:3:forces:R:3:mulliken_charge:R:1
P 2.182 0.808 -0.403 -1.5 1.0 -0.4 0.78
P 1.286 -1.705 1.407 -2.4 0.0 0.1 0.56
C 0.397 0.331 -0.390 0.2 -0.3 0.0 0.15
C 0.000 -0.499 0.834 0.1 0.1 0.3 -0.34
H 0.203 -0.249 -1.310 -0.1 0.4 0.3 0.44
H -0.205 1.253 -0.393 0.1 -0.4 -0.4 -0.46
H -0.251 0.134 1.698 0.1 -0.1 -0.2 0.48
H -0.912 -1.062 0.589 0.1 0.1 0.2 -0.29
C 0.799 -3.215 0.487 0.7 -0.3 -0.3 -1.23
H 1.357 -4.070 0.889 -0.2 0.1 -0.1 0.44
H 1.032 -3.124 -0.580 -0.1 -0.1 0.1 0.41
H -0.278 -3.402 0.597 0.3 0.2 0.1 0.38
C 0.782 -2.149 3.095 0.4 0.1 0.5 -1.20
H -0.283 -2.405 3.142 0.2 0.1 -0.3 0.41
H 0.972 -1.322 3.785 0.0 -0.1 -0.1 0.39
H 1.369 -3.012 3.428 -0.1 0.1 0.0 0.42
C 2.543 1.241 -2.131 0.3 -0.1 0.0 -1.13
H 3.554 1.665 -2.152 -0.3 0.0 -0.2 0.40
H 1.820 1.979 -2.505 0.2 -0.2 0.1 0.37
H 2.529 0.342 -2.765 -0.1 0.3 0.1 0.38
C 2.157 2.391 0.502 0.5 -0.1 0.1 -1.16
H 1.887 2.221 1.557 0.1 0.2 -0.4 0.38
H 1.415 3.044 0.019 0.3 -0.2 0.2 0.41
H 3.164 2.835 0.442 -0.4 0.0 0.1 0.41
Zr 3.734 -1.026 0.629 4.1 -1.4 0.6 1.06
C -3.649 -0.115 0.631 0.2 -0.3 0.1 -0.20
C -3.411 -1.040 -0.303 -0.4 0.1 0.3 -0.51
C -3.860 -0.954 -1.735 0.1 0.0 -0.3 -0.72
C -3.921 0.460 -2.362 -0.2 -0.2 -0.6 -0.94
C -2.702 1.311 -2.132 0.3 0.3 0.2 -0.26
C -2.478 2.124 -1.092 -0.3 -0.1 -0.6 -0.60
C -3.445 2.376 0.029 -0.1 0.0 0.4 -0.72
C -4.360 1.197 0.438 -0.3 0.3 0.4 -0.98
C 5.195 0.512 -0.047 -0.5 0.4 0.1 -1.40
H -3.364 -0.308 1.674 0.1 -0.1 -0.4 0.44
H -2.962 -2.000 -0.017 -0.1 0.3 0.0 0.61
H -4.861 -1.408 -1.843 0.4 0.0 0.1 0.31
H -3.177 -1.559 -2.349 -0.2 0.0 0.1 0.33
H -3.970 0.302 -3.451 -0.2 0.1 0.3 0.41
H -4.859 0.961 -2.088 0.5 -0.1 -0.1 0.39
H -1.974 1.265 -2.953 0.0 0.1 0.4 0.40
H -1.584 2.757 -1.087 -0.2 -0.2 -0.1 0.78
H -4.097 3.231 -0.225 0.3 -0.2 0.1 0.31
H -2.874 2.677 0.920 -0.1 0.0 -0.2 0.32
H -4.768 1.463 1.426 -0.1 0.0 -0.4 0.41
H -5.223 1.129 -0.239 0.4 -0.2 0.3 0.39
H 5.830 0.744 0.824 -0.2 -0.1 -0.2 0.41
H 4.978 1.452 -0.563 0.0 -0.2 0.2 0.40
H 5.831 -0.096 -0.725 -0.2 -0.1 0.1 0.48
O 7.012 -3.152 2.778 -2.6 2.4 -1.9 -0.35
C 6.177 -2.481 2.260 2.8 -2.7 2.3 0.62
N 5.263 -1.852 1.759 -1.8 0.7 -1.1 -0.79
```
Positions in Å, forces in eV/Å.

The HOMO energy is -13.7 eV. The total charge is +2. Its orbital gap is 4.4 eV. Its multiplicity is 1. The calculation puts the total energy at -40473.082 eV. Its strongest force on any atom is 4.49 eV/A.



(4)
DFT (ωB97M-V with the def2-TZVPD basis set) results for a structure of composition C16H31NP2STi.

```
52
Properties=species:S:1:pos:R:3:forces:R:3:mulliken_charge:R:1
P -2.286 -0.596 0.909 0.4 -0.1 -3.3 0.70
P 0.963 -1.097 1.980 0.0 0.6 -1.8 1.02
C -0.844 -1.525 -0.114 1.2 0.7 0.2 -0.84
C 0.331 -2.265 0.636 -0.5 -0.2 0.9 -1.15
H -0.271 -0.790 -0.788 -0.6 -0.8 0.7 -0.66
H -1.285 -2.147 -0.934 -0.3 0.3 0.9 0.71
H 0.002 -3.176 1.155 -0.2 0.0 -0.4 0.52
H 1.136 -2.561 -0.055 -0.4 0.2 0.1 0.45
C 2.756 -0.681 1.805 0.3 0.3 0.3 -1.37
H 3.228 -1.037 2.720 0.3 -0.2 -0.2 0.44
H 2.865 0.420 1.839 -0.2 -0.7 0.0 0.39
H 3.296 -1.031 0.918 -0.2 -0.3 0.5 0.46
C 0.854 -1.881 3.626 -0.1 -0.2 0.5 -1.18
H 1.857 -2.062 4.039 -0.2 0.1 -0.3 0.43
H 0.339 -2.850 3.589 0.0 0.3 -0.1 0.42
H 0.335 -1.229 4.340 0.1 -0.1 -0.3 0.34
C -3.154 0.404 -0.335 -0.2 0.5 -0.8 -1.29
H -4.079 0.748 0.138 -0.1 -0.2 -0.1 0.49
H -3.374 0.020 -1.330 -0.2 -0.5 0.3 0.42
H -2.577 1.325 -0.478 -0.3 -0.2 -0.1 0.28
C -3.436 -2.128 0.923 -0.4 0.1 1.9 -1.12
H -2.985 -3.014 1.390 0.3 0.5 0.0 0.41
H -3.793 -2.453 -0.069 0.7 0.9 -0.1 0.40
H -4.330 -1.918 1.517 0.1 0.1 0.0 0.45
Ti 0.369 0.929 -0.140 0.7 0.1 5.7 -0.20
C 1.876 -0.014 -1.215 1.5 1.9 -0.4 1.19
C 2.126 1.413 -0.860 0.3 -2.2 -0.1 -0.51
C 1.876 2.545 -1.787 0.5 1.6 -1.0 -0.91
C 0.638 2.378 -2.723 1.1 -0.1 0.7 -1.18
C -0.443 1.628 -1.985 -1.0 -1.5 -2.7 -0.46
C -0.738 0.308 -2.353 -0.3 2.7 -1.7 0.12
C 0.221 -0.565 -3.106 0.5 -0.4 0.2 -0.66
C 1.690 -0.437 -2.668 0.5 -0.4 -0.7 -1.63
C -1.966 1.215 1.784 0.7 -0.1 1.8 -0.73
H 2.539 -0.696 -0.693 -0.4 0.1 0.1 0.47
H 2.745 1.600 0.015 0.1 0.1 -0.2 0.76
H 2.807 2.651 -2.378 -0.5 0.2 0.0 0.48
H 1.763 3.522 -1.265 0.2 -0.7 0.0 0.38
H 0.244 3.364 -3.010 0.0 -0.3 0.2 0.47
H 0.898 1.854 -3.645 -0.1 0.1 0.2 0.28
H -1.107 2.259 -1.384 -0.5 -0.1 -0.2 0.82
H -1.780 -0.001 -2.399 0.3 -0.3 0.9 0.70
H 0.137 -0.445 -4.192 -0.3 0.2 0.1 0.43
H -0.043 -1.606 -2.930 -0.4 -0.1 0.0 0.36
H 2.187 -1.427 -2.788 -0.5 0.6 0.1 0.47
H 2.250 0.188 -3.393 -0.2 0.0 0.7 0.37
H -1.818 1.062 2.874 0.1 0.1 -0.7 0.49
H -2.752 1.988 1.652 -0.4 -1.3 -0.2 0.42
H -1.051 1.842 1.447 -0.7 -1.7 0.2 0.08
S 0.047 2.362 4.534 -0.2 -0.3 0.4 -0.32
C 0.651 1.914 3.140 0.7 0.7 -1.4 0.41
N 1.089 1.694 2.046 -1.1 0.4 -0.8 -0.82
```
Positions in Å, forces in eV/Å.

The HOMO energy (spin up / spin down) is -13.5 / -13.5 eV. The total charge is +2. Its orbital gap (spin up / spin down) is 5.1 / 5.1 eV. Its multiplicity is 1. The calculation puts the total energy at -71090.697 eV. Its strongest force on any atom is 5.70 eV/A.